Entry from the OMol25 dataset: a structure of composition C19H21ClFeN3Te5 (ωB97M-V/def2-TZVPD).

The total charge is -1. The value obtained for the highest occupied orbital energy is -3.3 eV. As for the LUMO energy: 1.70 eV. The orbital gap is 5.04 eV. As for the energy: -3965.024517 a.u. The value obtained for the energy relative to the best compared isomer or geometry (same formula, charge and spin) is 0.000 eV.

Each line ends with the natural charge from an NBO analysis.
CARTESIAN COORDINATES (ANGSTROEM)
Fe -0.03190 0.26012 -0.16364  0.338
C 2.82212 1.74035 -1.39798  -0.696
C 2.76193 1.63056 0.08683  0.307
C 3.80456 2.16807 0.84438  -0.157
C 3.79293 2.06516 2.21195  -0.165
C 2.72850 1.41184 2.81160  -0.227
C 1.72234 0.90736 2.01429  0.162
N 1.71846 1.02316 0.66334  -0.484
C 0.55179 0.22125 2.58418  0.167
C 0.43369 -0.24524 3.88203  -0.216
C -0.70353 -0.95995 4.23109  -0.169
C -1.68612 -1.19760 3.28848  -0.221
C -1.51560 -0.69575 2.00642  0.271
N -0.42131 0.00485 1.69080  -0.461
C -2.46458 -0.83979 0.88761  0.171
C -3.73146 -1.36860 1.05894  -0.229
C -4.57374 -1.42641 -0.03212  -0.145
C -4.15499 -0.86519 -1.22062  -0.236
C -2.90539 -0.26024 -1.30537  0.303
C -2.60440 0.60165 -2.49140  -0.683
N -2.03690 -0.31389 -0.28133  -0.489
H 3.39801 2.61779 -1.69527  0.209
H 1.82784 1.77719 -1.83511  0.219
H 3.33715 0.84587 -1.76016  0.303
H 4.63312 2.62540 0.32330  0.216
H 4.60516 2.46096 2.80683  0.213
H 2.67665 1.30168 3.88493  0.211
H 1.23127 -0.09653 4.59451  0.221
H -0.80423 -1.36082 5.23084  0.217
H -2.54903 -1.79922 3.52987  0.224
H -4.02764 -1.77219 2.01527  0.214
H -5.55009 -1.88630 0.04813  0.213
H -4.79233 -0.85748 -2.09373  0.221
H -2.99444 1.60767 -2.28785  0.204
H -3.09590 0.21710 -3.38039  0.253
H -1.53799 0.65823 -2.68798  0.248
Te 1.10408 -2.12806 -0.07762  0.261
Te -0.92192 -3.80278 0.15416  -0.585
Te -1.07213 -2.29841 -3.75614  -0.577
Te 0.82659 -0.88016 -2.55131  -0.012
C -0.28503 3.56536 -2.22682  -0.884
Te -0.95222 2.67782 -0.40942  0.701
C 0.28942 3.88704 0.82291  -0.890
H -0.78350 4.51875 -2.38126  0.220
H -0.52696 2.87681 -3.03362  0.243
H 0.79231 3.69942 -2.17792  0.229
H 1.31944 3.82646 0.47971  0.232
H 0.22847 3.49604 1.83711  0.232
H -0.06442 4.91474 0.80308  0.222
Cl 4.41590 -0.89449 -0.02785  -0.921

Cartesian forces (eV/Å) of the 6 atoms listed first:
Fe -0.001 -0.059 -0.118
C 0.003 0.000 0.008
C -0.018 0.008 -0.001
C 0.008 -0.003 -0.008
C 0.006 -0.002 0.002
C -0.019 -0.006 0.011